No. 1
A cluster of 15 separate species, C21H72N6O15 in total at a distorted geometry. Source: the OMol25 dataset; level of theory: ωB97M-V/def2-TZVPD.

The calculation puts the calculated total energy at -2300.23838 Eh. The calculation puts the lowest unoccupied orbital energy at 0.2145 eV.

Geometry as XYZ:
```
114
Properties=species:S:1:pos:R:3:forces:R:3
H 1.636000 15.704000 5.497000 -1.7 -0.4 1.0
O -1.082000 11.733000 7.043000 3.2 2.4 -3.2
H 1.228000 10.255000 2.554000 0.5 0.4 0.3
H 7.607000 12.663000 5.769000 0.8 1.5 -1.2
H 4.376000 13.741000 -1.236000 0.0 -0.1 0.3
C 3.059000 12.791000 10.265000 -1.1 1.0 0.9
C 6.026000 12.943000 3.230000 -0.6 -1.6 0.6
H 1.990000 13.154000 2.891000 0.6 0.0 0.7
H 1.933000 12.660000 6.229000 -1.7 -0.1 0.4
H 3.373000 14.232000 0.946000 -0.1 0.8 -1.3
O 2.468000 15.585000 5.054000 1.2 -0.9 0.4
N 2.491000 13.259000 3.809000 -1.1 1.3 -1.9
H 4.317000 14.432000 9.676000 0.2 -0.7 -0.4
H -0.358000 15.950000 2.727000 0.3 1.4 0.7
H 6.827000 14.567000 4.127000 0.6 0.5 -0.9
O -2.302000 15.494000 1.194000 0.7 0.7 -0.6
H -2.755000 14.676000 1.217000 -1.2 -1.0 0.2
H 2.590000 9.484000 6.689000 0.6 0.0 0.2
C 3.531000 13.785000 9.248000 -0.1 1.7 -0.8
C -1.094000 9.380000 4.352000 1.8 -0.8 -0.8
C 3.801000 10.181000 8.027000 -1.1 1.5 1.6
H -0.431000 15.934000 0.423000 -0.7 -0.6 -0.5
H -1.110000 12.212000 4.472000 0.9 0.1 0.7
N 1.003000 12.680000 6.728000 3.2 0.7 3.3
C 2.781000 12.087000 4.369000 -1.9 -4.0 -2.4
H -0.755000 14.302000 2.865000 0.9 -0.1 0.0
H 0.168000 9.583000 1.372000 -0.5 -1.6 -0.6
C 6.867000 10.716000 5.536000 1.2 -1.6 -0.1
H 2.530000 17.545000 4.838000 0.4 0.6 -0.4
H 3.440000 15.593000 -0.332000 0.3 1.7 0.6
H 7.467000 9.621000 4.014000 0.1 0.2 0.2
H 0.036000 14.897000 8.258000 -0.1 0.8 0.8
H 6.595000 9.908000 6.204000 -0.2 -0.4 0.4
H 4.218000 15.128000 5.593000 -1.7 1.8 -1.1
H -1.591000 9.246000 5.280000 -0.3 0.8 1.0
O 0.228000 15.285000 6.379000 0.5 0.9 -1.4
H 3.022000 10.977000 8.164000 1.0 -0.3 0.6
C 7.216000 11.913000 6.372000 -2.4 -0.4 -1.3
H 1.864000 16.613000 3.427000 0.4 0.6 0.4
H 8.064000 13.441000 3.587000 0.2 0.1 -0.3
H 0.551000 14.360000 6.391000 -0.2 0.1 0.4
N -0.285000 12.549000 4.996000 -2.4 0.3 -3.6
H 3.694000 9.731000 1.483000 0.2 0.6 0.0
H 6.268000 11.888000 2.944000 0.2 0.9 -0.7
H 4.311000 8.280000 3.203000 -1.7 -0.8 -0.7
H 6.163000 16.011000 6.699000 -0.6 -0.5 -0.2
H 3.818000 13.313000 8.290000 0.3 0.2 0.6
H 7.231000 14.417000 2.335000 0.3 0.9 -1.0
O 7.916000 10.192000 4.666000 -0.5 1.0 0.8
O 4.702000 14.530000 6.096000 3.0 -1.5 2.7
C 7.149000 13.938000 3.267000 -0.5 -1.0 2.4
C -0.205000 15.033000 2.241000 -0.4 -1.9 -0.3
H 3.954000 12.969000 5.897000 -1.0 -1.1 -0.9
H 5.217000 10.772000 1.320000 -0.5 0.1 0.5
H 1.524000 11.635000 10.494000 0.0 1.0 -1.4
C 0.324000 15.802000 7.688000 -1.9 -1.3 0.8
H 4.834000 16.183000 4.218000 -0.6 0.5 -0.5
H 2.776000 14.580000 8.925000 0.4 -1.4 0.8
H 4.825000 10.558000 8.141000 -0.2 0.0 -0.5
O 1.437000 12.510000 1.341000 -4.3 -4.8 -1.5
O 3.423000 13.820000 -1.148000 0.3 -0.9 -0.8
O 4.920000 13.480000 2.562000 0.5 0.5 -1.8
H -0.807000 10.587000 2.881000 -0.4 -0.1 0.7
H 5.181000 7.929000 4.692000 -0.1 0.7 -0.5
H 5.987000 10.929000 4.989000 -0.8 0.3 -0.8
H 3.667000 9.407000 8.740000 -0.1 -0.4 1.4
C 3.059000 14.646000 -0.072000 1.9 -1.6 0.8
H -1.204000 10.855000 0.150000 2.2 1.8 -0.2
N 0.531000 10.366000 1.823000 0.8 0.0 1.0
H 7.896000 11.707000 7.117000 1.2 -0.5 2.0
H -0.217000 12.238000 -0.659000 -0.5 -1.7 2.3
O 2.398000 10.890000 3.868000 1.4 4.4 1.9
C 4.344000 10.335000 0.817000 1.3 -1.3 -0.3
H -1.364000 8.505000 3.803000 -0.4 -0.9 -0.7
O 1.785000 12.310000 9.804000 0.1 -1.5 1.7
N 3.357000 12.151000 5.550000 2.6 -1.2 2.7
H -0.881000 14.177000 0.414000 0.0 -0.4 -0.6
C -0.724000 16.982000 7.816000 1.4 -0.5 0.5
C 2.653000 16.666000 4.213000 0.2 -0.2 -1.9
H 3.465000 11.190000 5.992000 0.3 1.4 -0.8
H 3.759000 11.972000 10.443000 0.1 0.0 -0.3
H 4.535000 9.566000 4.295000 0.6 0.3 -0.2
O 3.711000 11.224000 -0.021000 -0.5 0.2 -0.7
H 1.380000 15.971000 7.991000 -0.6 0.8 -0.3
H -1.791000 16.768000 7.686000 0.4 -0.9 0.4
H 4.127000 13.368000 3.078000 -0.3 -0.2 0.1
H 2.597000 14.268000 4.214000 -0.3 -2.1 0.0
H -0.574000 17.512000 8.790000 -0.1 -0.1 -1.0
H 5.631000 12.768000 4.211000 0.4 0.0 1.1
H -0.561000 17.585000 6.932000 0.5 0.8 0.1
H 4.814000 9.638000 0.117000 0.0 -0.4 0.2
H 3.169000 11.809000 0.494000 -0.6 0.8 0.4
H 0.845000 14.782000 1.993000 -0.6 0.1 0.7
O -1.422000 10.524000 3.640000 -1.2 0.8 -0.6
H 6.211000 8.027000 2.604000 0.5 0.6 0.0
C -0.957000 15.104000 0.942000 1.0 2.0 0.5
H 0.013000 9.319000 4.422000 -0.4 0.0 0.7
H 6.089000 14.613000 7.695000 0.2 -1.1 0.2
H 0.524000 12.825000 4.474000 0.0 0.2 -0.2
H 1.146000 12.475000 7.734000 -0.4 0.1 -0.8
O 3.548000 9.619000 6.813000 -0.3 -1.0 -3.0
H 4.040000 15.775000 2.697000 -0.4 -0.3 0.1
O 6.159000 8.866000 3.090000 0.6 -0.2 -0.4
N -0.380000 11.559000 0.174000 -2.7 0.4 -3.7
H 4.219000 17.437000 3.091000 0.7 0.8 -0.4
C -0.177000 12.306000 6.250000 -3.9 -3.7 4.7
H 2.035000 14.597000 -0.139000 -2.5 0.5 0.3
H 4.778000 15.797000 7.818000 0.6 -0.6 -0.8
C 5.004000 8.681000 3.875000 -0.1 -1.0 1.5
H 6.223000 12.291000 6.702000 0.8 -0.1 0.5
C 5.467000 15.244000 7.112000 -1.2 1.9 -0.5
C 4.014000 16.483000 3.518000 -0.1 0.4 0.9
C 0.541000 11.465000 1.096000 5.2 5.7 1.6
H 2.911000 13.296000 11.268000 0.2 -0.4 -1.0
```
Forces are in eV/Å.



No. 2
An isolated molecule of C5H4F2N2 at a distorted geometry. Source: the OMol25 dataset; level of theory: ωB97M-V/def2-TZVPD.

The calculation puts the calculated total energy at -502.13019 Eh. The calculation puts the lowest unoccupied orbital energy at 0.3023 eV. As for the SMILES: Nc1cc(F)nc(F)c1.

Geometry as XYZ:
```
13
Properties=species:S:1:pos:R:3:forces:R:3
C -1.576139 0.068511 0.696088 -2.9 0.8 0.7
C -0.997287 -0.409963 -0.433493 -0.8 -2.3 -2.1
F 0.830586 1.336524 2.688195 -0.3 -1.1 -1.9
C 1.039385 0.394200 0.508792 -3.0 -0.7 -1.3
F -2.923523 -0.161734 0.653716 0.5 0.4 0.9
N 0.981617 -0.458526 -1.849904 5.7 -0.8 3.4
H -1.505758 -1.187181 -1.091248 0.3 1.6 0.9
C 0.305799 -0.147988 -0.654786 4.0 0.1 0.6
H 2.113635 -0.927874 -1.720403 -4.9 2.2 -0.4
H 1.995417 0.782495 0.611957 1.9 0.1 -0.5
H 0.595283 -0.777925 -2.678757 -1.4 -0.7 -1.2
N -1.095559 0.778455 1.704703 0.6 -2.4 -1.7
C 0.236545 0.711006 1.565139 0.1 2.8 2.7
```
Forces are in eV/Å.



No. 3
An isolated molecule of C6H3NO at a distorted geometry. Source: the OMol25 dataset; level of theory: ωB97M-V/def2-TZVPD.

The calculation puts the calculated total energy at -360.23545 Eh. The calculation puts the lowest unoccupied orbital energy at -1.6417 eV. As for the SMILES: C#CC1=CN=CC1=O.

Geometry as XYZ:
```
11
Properties=species:S:1:pos:R:3:forces:R:3
N 1.224780 1.266662 -1.347615 2.5 -3.5 4.3
C -0.112298 0.658007 -1.327267 -2.8 2.6 -1.8
C -0.485870 -0.113136 -0.304012 3.8 1.1 0.8
C -2.582677 -1.353987 0.428785 -0.5 -0.1 0.4
H 2.992510 0.827617 0.096070 -2.0 0.3 -1.4
C -1.671125 -0.652715 0.192406 2.4 0.9 -1.7
C 1.912250 0.711556 -0.307122 -1.8 0.9 -0.3
C 0.872880 -0.124972 0.652990 -4.1 -0.8 1.5
H -0.872418 1.180250 -2.119382 2.1 -1.7 1.9
H -3.473196 -1.674482 0.758217 -2.5 -1.4 0.8
O 0.647584 -0.493566 1.835465 2.8 1.7 -4.4
```
Forces are in eV/Å.



Relative energy (zero: lowest compared OMol25 entry of this formula, charge and spin) / eV: 0.0784; 0.4309; 3.7009